{"formula": "C52H146N10O22", "method": "wB97M-V/def2-TZVPD", "energy_ha": -4271.336408, "homo_lumo_gap_ha": 0.342, "relative_energy_kj_mol": 0.0, "max_force_ha_per_bohr": 0.0638, "symbols": ["C", "C", "C", "O", "C", "N", "H", "H", "H", "H", "H", "H", "H", "H", "H", "H", "H", "C", "C", "C", "O", "C", "N", "H", "H", "H", "H", "H", "H", "H", "H", "H", "H", "H", "C", "C", "C", "O", "C", "N", "H", "H", "H", "H", "H", "H", "H", "H", "H", "H", "H", "C", "C", "C", "O", "C", "N", "H", "H", "H", "H", "H", "H", "H", "H", "H", "H", "H", "C", "C", "C", "O", "C", "N", "H", "H", "H", "H", "H", "H", "H", "H", "H", "H", "H", "C", "C", "C", "O", "C", "N", "H", "H", "H", "H", "H", "H", "H", "H", "H", "H", "H", "C", "C", "C", "O", "C", "N", "H", "H", "H", "H", "H", "H", "H", "H", "H", "H", "H", "C", "C", "C", "O", "C", "N", "H", "H", "H", "H", "H", "H", "H", "H", "H", "H", "H", "C", "C", "C", "O", "C", "N", "H", "H", "H", "H", "H", "H", "H", "H", "H", "H", "H", "C", "C", "C", "O", "C", "N", "H", "H", "H", "H", "H", "H", "H", "H", "H", "H", "H", "C", "C", "O", "O", "H", "H", "H", "H", "H", "H", "C", "C", "O", "O", "H", "H", "H", "H", "H", "H", "C", "C", "O", "O", "H", "H", "H", "H", "H", "H", "C", "C", "O", "O", "H", "H", "H", "H", "H", "H", "C", "C", "O", "O", "H", "H", "H", "H", "H", "H", "C", "C", "O", "O", "H", "H", "H", "H", "H", "H"], "xyz": [[6.849266, 2.780069, -0.964624], [8.324953, 2.574939, -0.830674], [8.733987, 1.107631, -0.923582], [10.122195, 0.956412, -0.758896], [10.546080, -0.397186, -1.056746], [8.923769, 3.449333, -1.927403], [6.691221, 3.848301, -0.836825], [6.264257, 2.241274, -0.209083], [6.456653, 2.497794, -1.944963], [8.750372, 2.973714, 0.081357], [8.527505, 0.700968, -1.904255], [8.139786, 0.487858, -0.231692], [10.510249, -0.908247, -0.111243], [11.590744, -0.418828, -1.343308], [9.955391, -0.928564, -1.837907], [8.677557, 3.008148, -2.813792], [9.905256, 3.246490, -1.958484], [-3.595572, 3.810169, -5.194029], [-3.060230, 4.625012, -4.053431], [-2.516628, 3.774755, -2.885360], [-3.406099, 2.869516, -2.305057], [-4.573629, 3.430186, -1.631795], [-2.076023, 5.563536, -4.485958], [-4.417499, 3.086631, -4.881742], [-2.790336, 3.196836, -5.701036], [-4.150897, 4.415716, -5.930199], [-4.041400, 5.070781, -3.644586], [-2.148876, 4.527638, -2.211769], [-1.581596, 3.193420, -3.189541], [-5.342761, 3.693108, -2.348651], [-4.160461, 4.256313, -1.066869], [-4.897313, 2.638259, -0.945644], [-1.247913, 5.065249, -4.821448], [-2.339911, 6.161635, -5.235127], [-1.512447, 2.130145, 0.780711], [-1.552211, 0.872638, -0.049499], [-0.511429, -0.100523, 0.428903], [0.698553, 0.355714, -0.131823], [1.640614, -0.679737, -0.272676], [-2.818310, 0.251636, 0.036420], [-2.248519, 2.887179, 0.515967], [-0.517766, 2.544618, 0.678856], [-1.748176, 1.821628, 1.843285], [-1.219778, 1.098026, -1.067735], [-0.638629, -1.091716, 0.033000], [-0.466076, -0.097705, 1.532231], [2.608695, -0.277122, -0.710278], [1.261735, -1.508333, -0.872786], [1.962852, -1.182842, 0.610877], [-2.899390, -0.585451, -0.515546], [-3.611252, 0.812022, -0.268285], [1.519390, -2.202841, 5.807579], [0.336606, -2.942111, 5.154025], [-0.860806, -3.006861, 6.059089], [-1.239561, -1.659502, 6.189280], [-2.345884, -1.494539, 7.025401], [-0.055763, -2.314326, 3.861600], [2.039753, -2.767963, 6.545198], [1.147666, -1.319873, 6.332445], [2.254902, -1.858203, 5.087005], [0.722139, -3.865767, 4.854008], [-0.634719, -3.458755, 7.060014], [-1.672622, -3.553353, 5.504473], [-2.118374, -1.693343, 8.061618], [-3.129352, -2.197450, 6.723121], [-2.724939, -0.482223, 7.008942], [-0.552445, -1.512636, 4.105118], [0.759304, -2.087074, 3.345729], [-0.096614, -4.474745, -2.588089], [-0.842073, -3.488620, -3.460188], [-0.434667, -3.644030, -4.993124], [-1.330494, -2.781267, -5.699017], [-0.874420, -2.395231, -7.041532], [-2.263523, -3.655360, -3.199540], [-0.297252, -5.524969, -2.862523], [-0.514939, -4.417623, -1.577891], [0.954652, -4.261707, -2.476557], [-0.663676, -2.449291, -3.216837], [-0.518887, -4.684427, -5.405986], [0.668882, -3.302423, -5.066053], [-0.657839, -3.304943, -7.623077], [0.060908, -1.887104, -6.940636], [-1.661860, -1.806383, -7.485845], [-2.604865, -4.587330, -3.447341], [-2.779521, -2.953571, -3.742965], [1.786820, -6.161546, 0.515891], [2.253110, -5.707254, 1.856990], [1.679959, -6.531440, 2.946602], [2.202072, -6.107946, 4.162546], [1.801908, -6.890958, 5.254560], [3.697585, -5.879679, 1.897742], [2.490376, -5.872224, -0.258784], [0.804278, -5.655519, 0.310751], [1.608180, -7.256475, 0.466823], [2.042077, -4.634418, 2.057018], [1.901147, -7.578840, 2.791833], [0.592185, -6.526644, 2.949386], [0.686554, -6.933655, 5.391694], [2.169484, -6.411824, 6.156776], [2.143398, -7.951156, 5.209024], [4.014218, -6.706606, 1.423501], [3.972757, -5.996153, 2.836637], [1.037706, 3.431391, -1.777437], [1.142471, 4.975008, -1.858371], [1.981951, 5.465740, -0.686993], [1.195434, 5.633576, 0.509325], [1.929679, 6.361242, 1.484350], [1.682210, 5.476604, -3.141225], [0.159365, 3.026490, -2.279083], [1.053462, 3.152397, -0.699509], [1.889694, 2.965190, -2.332831], [0.194350, 5.409418, -1.633166], [2.520317, 6.328280, -0.915458], [2.769490, 4.644118, -0.498667], [2.752765, 5.756592, 1.918252], [1.215275, 6.660580, 2.235007], [2.313019, 7.294410, 1.124117], [1.278977, 6.424260, -3.310280], [1.601251, 4.826963, -3.933684], [3.428322, 1.044693, -5.248425], [3.018322, 0.073034, -4.079122], [1.548719, -0.285830, -4.112674], [0.682826, 0.820253, -4.040915], [-0.594419, 0.261293, -3.982040], [3.796380, -1.155220, -4.165176], [4.304612, 1.519143, -4.884389], [2.585952, 1.777159, -5.446490], [3.599517, 0.511112, -6.185554], [3.230679, 0.407872, -3.060695], [1.339027, -0.980004, -3.313553], [1.281577, -0.892247, -5.046740], [-0.923031, -0.225606, -4.892020], [-1.229128, 1.128140, -3.593712], [-0.521663, -0.475953, -3.162189], [4.032889, -1.330851, -5.105518], [4.592446, -1.217970, -3.532301], [2.522676, 2.407059, 3.043338], [1.564224, 2.504267, 4.207906], [0.578240, 3.751053, 4.036554], [-0.342901, 3.791456, 5.084975], [-0.748288, 5.101632, 5.457384], [0.782896, 1.273997, 4.122624], [3.281456, 3.269836, 3.085848], [1.942734, 2.398591, 2.113522], [3.091095, 1.500191, 3.183779], [2.156623, 2.607600, 5.153843], [0.126811, 3.599858, 3.057974], [1.112220, 4.654993, 3.892514], [0.075613, 5.883240, 5.568013], [-1.258597, 5.061183, 6.429794], [-1.483450, 5.569681, 4.735724], [1.348029, 0.443042, 4.356009], [0.058045, 1.230210, 4.859709], [-4.027727, 5.377242, 2.249658], [-4.798827, 4.313651, 3.011116], [-6.155528, 4.144015, 2.397455], [-7.015922, 3.468702, 3.263824], [-8.218956, 3.187168, 2.698037], [-4.132896, 3.065440, 3.061098], [-3.987673, 5.085276, 1.164189], [-3.039044, 5.417084, 2.728225], [-4.557535, 6.294805, 2.313436], [-4.921233, 4.695739, 4.034163], [-6.094992, 3.596982, 1.454221], [-6.626897, 5.081321, 2.120551], [-8.277834, 2.264433, 2.157816], [-8.345714, 3.914919, 1.926203], [-9.058323, 3.305719, 3.417214], [-3.354124, 3.173624, 3.708601], [-3.765009, 2.750556, 2.119134], [-1.602533, -3.990361, 1.165007], [-2.897628, -3.154104, 0.888575], [-2.860285, -2.532860, -0.415262], [-1.562656, -4.458575, 2.514451], [-0.747475, -3.389953, 0.977244], [-1.638422, -4.915419, 0.530143], [-3.006280, -2.405983, 1.719097], [-3.750634, -3.825172, 1.103733], [-2.703108, -3.121785, -1.170249], [-1.155860, -3.792670, 3.075692], [-4.938670, -0.879877, -5.188808], [-4.227871, 0.351099, -4.708211], [-4.410322, 0.490693, -3.307381], [-4.551450, -2.082639, -4.554322], [-4.663590, -0.943271, -6.241721], [-6.017035, -0.694164, -5.203609], [-4.562526, 1.190147, -5.339156], [-3.154493, 0.234903, -4.877218], [-3.952324, 1.329601, -2.998409], [-4.934135, -2.046168, -3.660697], [-6.919638, -1.227640, -1.201126], [-6.099751, -0.850998, -0.011681], [-5.905801, 0.627469, 0.032940], [-6.152980, -1.184602, -2.369690], [-7.720904, -0.459165, -1.232695], [-7.342329, -2.224157, -1.222650], [-5.053753, -1.246747, -0.117924], [-6.629050, -1.105500, 0.945817], [-5.541964, 0.833783, 0.909330], [-5.862738, -0.278184, -2.578582], [-5.090635, -0.590432, 3.533321], [-3.622482, -0.517161, 3.932840], [-2.689822, -0.416921, 2.838669], [-5.562910, 0.603039, 2.822933], [-5.646896, -0.826766, 4.460328], [-5.227173, -1.350400, 2.805901], [-3.317778, -1.457182, 4.442210], [-3.452780, 0.296012, 4.652390], [-2.974653, -0.067047, 1.956050], [-5.202037, 1.426996, 3.148553], [5.688261, -1.573582, 1.669032], [4.718818, -2.729992, 2.071659], [4.296155, -3.346765, 0.922193], [5.033169, -0.717297, 0.784628], [6.523822, -2.055531, 1.149124], [6.126989, -0.984404, 2.511934], [3.840340, -2.342860, 2.557283], [5.260462, -3.347757, 2.804110], [4.057820, -4.273641, 1.144052], [4.584907, -1.155317, 0.036159], [4.121876, -4.360283, -2.542049], [5.577616, -3.944012, -2.430292], [5.730599, -2.670637, -1.853076], [3.372682, -3.893396, -3.681843], [3.615875, -4.162576, -1.592847], [4.125208, -5.450086, -2.656267], [6.000524, -3.901020, -3.412548], [6.161810, -4.716586, -1.950007], [5.533850, -2.742918, -0.923299], [3.177199, -2.985843, -3.564720]], "forces_ev_per_angstrom": [[-0.8, 0.1, 0.8], [1.1, 0.2, -1.7], [-0.3, 0.0, -0.2], [0.7, -0.7, -0.5], [-0.2, 0.7, 0.4], [-0.2, -1.3, 0.3], [-0.3, 0.0, -0.1], [0.1, 0.1, -0.1], [0.2, -0.1, 0.0], [-0.2, 0.1, 0.4], [-0.6, 0.1, -0.7], [0.2, 0.2, 0.3], [-0.3, -0.8, 0.3], [0.2, 0.4, -0.3], [0.1, 0.6, 0.5], [-0.6, 0.2, 0.0], [0.9, 0.2, 0.5], [-1.0, -2.2, -0.9], [-2.5, -0.8, 0.3], [1.4, 0.2, -1.3], [-0.8, -0.3, 0.0], [1.7, -0.9, 0.0], [1.4, 0.1, 0.9], [1.2, 0.7, 0.0], [-0.8, 0.7, 0.4], [0.7, 0.1, 0.1], [1.7, 0.3, -0.3], [0.1, 0.2, 1.0], [-1.4, 0.6, 0.1], [-0.2, 0.2, 0.1], [-0.5, 0.6, 0.2], [-0.2, 0.2, -0.3], [-0.2, 0.1, 0.3], [-0.6, 0.4, -0.5], [-0.2, -0.5, 1.3], [0.3, 0.4, -0.6], [0.7, 0.4, 0.5], [1.5, -0.1, 0.1], [1.2, 0.6, -1.1], [-2.0, -0.1, 0.4], [-0.1, 0.0, -0.5], [0.1, 0.3, 0.4], [0.6, 0.5, -0.9], [-0.3, 0.2, -0.3], [-0.8, -0.7, 0.0], [0.0, -0.3, -0.2], [-1.4, -0.2, 0.2], [-0.2, 0.1, -0.6], [0.0, 0.0, 1.5], [0.3, -0.6, 0.0], [0.3, 0.3, 0.1], [-0.8, 1.0, 0.0], [1.3, 1.4, -0.7], [-0.3, -0.4, -0.5], [-0.2, 0.6, 0.4], [-0.6, -0.4, 0.1], [-0.3, -2.2, 1.1], [0.4, -0.8, 0.6], [0.0, 0.1, -0.1], [0.1, -0.1, -0.3], [0.2, -2.0, 0.0], [-0.2, 0.2, -0.8], [0.5, 0.1, 0.8], [0.3, -0.3, 0.5], [-0.2, 0.1, 0.0], [0.1, 0.3, -0.5], [-1.0, 2.0, -0.2], [0.7, 0.4, -0.6], [-0.4, -0.1, 0.9], [-0.2, -1.2, -1.4], [0.5, 0.8, 0.7], [0.8, 0.3, -1.1], [-0.3, -1.8, 1.7], [-0.6, 0.3, -0.1], [0.4, 0.4, -0.4], [0.0, 0.2, 0.0], [0.5, -0.2, -0.4], [0.5, 0.1, 0.2], [0.1, 0.6, 0.5], [-1.5, -0.5, -0.1], [-0.3, 0.2, -0.1], [0.6, 0.8, -0.1], [-0.1, 0.2, -0.1], [0.2, 0.4, -0.1], [-0.1, -0.5, 0.1], [-2.1, 0.3, -0.7], [0.7, 0.0, 0.2], [-1.4, -0.6, 0.2], [0.2, 0.3, 0.8], [-1.1, -0.5, 0.6], [0.7, 0.8, -0.8], [0.0, 0.0, -0.2], [0.8, -0.6, -0.1], [0.3, 0.6, 0.1], [-0.1, -0.5, -0.2], [0.6, -0.6, -0.2], [-0.5, 0.5, 0.1], [0.7, 0.1, -0.5], [0.3, -0.1, 0.0], [0.1, 0.6, -0.1], [-0.2, -0.3, -0.4], [0.6, 0.1, 1.4], [0.7, 0.4, -0.3], [0.4, -0.7, 0.1], [0.8, -3.0, 1.0], [0.7, 0.4, -0.8], [-0.4, -0.9, 0.2], [-0.4, 0.6, 0.4], [-0.1, 0.1, 0.3], [0.0, -0.1, -0.9], [-0.3, 0.3, 0.7], [-1.2, 0.2, -0.2], [0.7, 1.8, -0.4], [-0.8, 1.1, 0.0], [-0.4, 0.3, -0.1], [-0.2, -0.3, 0.6], [0.5, 0.5, -0.7], [0.5, -1.4, -0.4], [-0.3, 0.6, 0.7], [-2.3, 0.1, 1.2], [0.2, 0.0, -0.8], [0.1, -0.6, -1.7], [1.0, -0.3, -0.5], [-0.9, 1.7, 2.4], [-0.6, -0.2, 1.2], [0.9, 0.8, -0.3], [1.1, -0.6, 0.3], [0.1, -0.2, 0.2], [-0.1, 0.9, -0.3], [0.0, -0.3, 0.7], [0.6, 0.7, 0.7], [-0.2, 0.1, -0.3], [0.2, -1.4, -0.9], [-0.8, 0.1, -0.3], [0.6, -0.5, -1.0], [-0.2, 0.2, -0.4], [1.0, 1.9, 0.3], [-0.5, 1.0, 0.2], [1.1, -2.5, -0.6], [-0.3, 1.0, 0.6], [-0.3, 1.2, -0.2], [-0.9, -0.9, 1.4], [-1.1, -1.1, -0.4], [0.4, -0.1, 0.0], [0.2, -0.4, -0.4], [-0.6, 0.0, -0.4], [-0.7, -0.2, -0.1], [0.9, 1.1, 0.5], [-0.5, -1.3, -0.2], [0.2, -0.3, -0.3], [0.6, -0.6, 0.4], [0.0, 0.7, -0.4], [0.3, 0.4, -0.6], [0.4, -1.2, -0.7], [-0.8, 1.3, -0.3], [-0.5, -0.2, -0.2], [1.5, -0.3, 1.7], [-1.8, 0.7, -0.3], [1.2, -1.6, -0.5], [0.4, 0.3, 0.9], [-0.1, 0.4, -0.6], [-0.2, 1.1, 0.1], [-0.1, -0.3, -0.1], [0.4, -0.3, -0.3], [0.1, 0.7, 0.1], [0.2, -1.1, 0.1], [-0.9, 0.8, -0.7], [0.6, -0.3, -0.3], [0.2, -0.5, -0.4], [-0.4, 0.7, 1.5], [-1.8, -0.8, 0.4], [0.7, -0.5, 0.7], [-0.3, 0.0, 1.3], [-0.5, -0.7, -0.6], [1.0, 0.5, -0.5], [0.3, 0.9, 0.3], [0.5, -0.1, -1.2], [0.0, 0.1, -0.8], [0.0, -0.5, 0.0], [0.3, 0.8, 0.0], [0.1, 0.0, -0.8], [0.7, -0.3, 0.3], [0.3, 1.7, 0.1], [-0.3, 0.4, 0.1], [0.1, -0.4, -0.2], [-0.1, -0.3, 0.4], [-0.1, -0.1, 0.5], [0.1, 0.0, -0.2], [-0.5, -1.0, -0.3], [-0.1, 0.0, 0.0], [-0.3, 1.2, -0.4], [1.2, 1.1, 1.5], [-0.5, -0.9, -0.8], [0.1, 0.1, -0.9], [0.0, -0.5, -0.1], [-0.1, -0.2, 0.7], [-1.1, -0.3, 0.4], [0.7, -0.2, -0.8], [-0.3, -0.4, 0.2], [0.2, -0.2, 0.2], [0.5, 1.7, 0.1], [0.7, -0.3, -1.0], [-0.1, 0.1, 0.6], [-0.2, -1.9, 0.3], [-0.2, 0.4, -0.5], [-0.2, -1.0, -0.4], [-0.5, 0.4, -0.1], [-0.1, 0.1, -0.2], [-0.5, -0.2, 0.5], [0.5, 0.7, 0.8], [-0.5, -1.3, 0.0], [1.4, 1.6, 1.3], [0.1, -0.8, -1.5], [-0.4, 1.3, -0.6], [0.2, -0.1, 0.1], [-0.7, -0.4, -0.6], [-0.4, 0.6, 0.7], [-0.2, -0.4, -0.3], [0.2, -0.2, 0.0], [0.5, -0.2, 0.8], [-0.4, -1.0, -0.6], [-0.7, 0.2, -0.5], [0.4, 0.5, -0.4], [1.0, -2.1, 0.8], [-0.1, 0.3, 0.0], [-0.1, 0.0, 0.0], [0.2, 0.3, -0.8], [0.1, -0.2, 0.7], [-0.2, -0.2, 0.7], [-0.1, 2.0, 0.0]]}